This record from OMol25 describes 5 unconnected molecules or ions with the total composition C36H54ClF5N4O23S6 in a non-equilibrium geometry. The level of theory is ωB97M-V/def2-TZVPD.

Each line ends with the Mulliken charge.
Positions of all 129 atoms, in Å:
C: -3.03395 4.28713 3.59803  -0.950
C: -1.73622 3.60637 2.79177  -0.218
C: -2.28177 2.53473 1.63193  0.100
Cl: -2.26748 3.38377 -0.05252  -0.132
N: -1.51805 1.22036 1.63252  0.612
C: -1.96783 0.51005 2.89138  -0.860
C: -2.64968 -0.97123 2.63270  -0.249
C: -3.89284 -0.96723 1.56028  0.052
C: -5.07861 0.12095 1.87810  -0.629
S: -5.47997 0.99637 0.26270  -0.026
C: -6.80136 2.30556 0.49077  -0.017
N: -6.33906 3.75731 0.25972  -0.023
N: -7.45400 4.59429 0.43757  -0.423
C: -8.60519 3.65429 0.77833  -0.047
O: -8.23795 2.21112 0.83756  -0.045
C: -0.02020 1.41792 1.56875  -1.571
C: 0.73528 0.36439 0.50344  0.698
C: 0.93349 -1.01542 1.35785  -0.139
O: -0.13879 0.30570 -0.65155  0.087
C: 0.35316 -0.45280 -1.79178  0.198
C: -0.15448 -2.04736 -1.82214  -1.062
C: -1.49571 -2.32332 -0.92386  1.057
C: -1.64497 -3.95040 -0.56503  -0.724
C: -0.76547 -4.41325 0.73840  0.430
O: -1.13896 -4.25974 2.01220  -0.519
O: 0.52494 -5.10475 0.47437  -0.521
C: 1.92770 -0.25857 -2.18631  -1.208
C: 2.98843 -1.25581 -1.45535  0.221
C: 4.17937 -0.31131 -0.79509  -0.395
O: 4.92796 0.53681 -1.55019  -0.570
N: 4.45956 -0.31298 0.71510  0.025
C: 5.90875 -0.69740 0.94855  0.593
C: 6.82718 -1.62581 -0.05774  -0.182
C: 8.40335 -2.01612 0.29773  -0.431
C: 9.14958 -1.49529 1.69942  -0.407
C: 8.24882 -0.52688 2.69354  -0.390
C: 6.66605 -0.14261 2.31982  -0.416
S: -0.57771 0.30716 -3.28848  1.115
O: 0.03527 1.75666 -3.41445  -0.654
O: -0.17719 -0.40490 -4.63615  -0.675
C: -2.43663 0.28792 -3.09040  0.537
F: -2.93223 0.41106 -1.70108  0.021
F: -2.99280 -0.89810 -3.82943  -0.283
C: -3.04809 1.61714 -3.90113  0.457
F: -2.71816 2.90076 -3.21093  -0.162
F: -2.74792 1.60767 -5.35071  -0.195
F: -4.54672 1.47810 -3.77835  -0.239
H: -2.59916 5.16275 4.26022  0.357
H: -3.85471 4.62682 2.83533  0.253
H: -3.48139 3.46429 4.32986  0.212
H: -1.03965 4.40302 2.29236  0.369
H: -1.10417 3.05840 3.64069  0.174
H: -3.43941 2.39580 1.88111  -0.184
H: -1.06013 0.34789 3.64696  0.350
H: -2.77357 1.12275 3.52384  0.289
H: -1.87829 -1.77032 2.25873  -0.314
H: -3.08411 -1.36754 3.67088  0.500
H: -3.56240 -0.85613 0.43025  -0.416
H: -4.39810 -2.04510 1.63014  0.473
H: -6.04086 -0.48872 2.20439  0.477
H: -4.80633 0.86240 2.74645  0.271
H: -9.68247 4.08052 0.95488  0.331
H: 0.52289 1.43047 2.61085  0.220
H: 0.17924 2.49467 1.09369  0.459
H: 1.79436 0.83676 0.34733  0.074
H: 2.02679 -0.95969 1.83411  0.333
H: 0.20557 -1.13260 2.28315  0.323
H: 0.90053 -2.00789 0.74591  -0.748
H: 0.66693 -2.79762 -1.46422  0.321
H: -0.42752 -2.37051 -2.93764  0.366
H: -2.42588 -2.09620 -1.63571  0.394
H: -1.54243 -1.75920 0.09951  -0.909
H: -1.50001 -4.62320 -1.51610  0.342
H: -2.79004 -4.07748 -0.25345  0.357
H: 1.23587 -4.39931 0.50114  0.399
H: 2.09994 -0.37062 -3.36165  0.544
H: 2.19216 0.88320 -1.95717  0.442
H: 2.54203 -2.01338 -0.68680  -0.081
H: 3.51698 -1.89940 -2.31037  0.513
H: 4.26178 0.66748 1.07619  0.371
H: 6.37912 -2.04068 -1.06323  0.224
H: 8.98902 -2.69736 -0.45301  0.289
H: 10.26577 -1.77671 1.94221  0.293
H: 8.74967 -0.12059 3.69649  0.268
H: 6.12702 0.55462 3.11600  0.198
O: -6.26932 -8.34351 2.74661  -0.514
S: -4.91457 -8.70845 3.09676  1.063
O: -4.59401 -9.86149 3.90555  -0.530
O: -4.18722 -7.40124 3.74490  -0.333
C: -3.03214 -7.06962 2.97612  -0.144
C: -3.33320 -7.55103 1.55932  -0.250
O: -4.03603 -8.78049 1.72438  -0.347
H: -2.17582 -7.60381 3.40027  0.299
H: -2.84421 -5.99332 3.01521  0.175
H: -2.42620 -7.70159 0.96902  0.275
H: -3.99469 -6.85134 1.03760  0.307
O: 8.72156 1.40749 -6.23734  -0.558
S: 8.97394 1.34687 -4.81476  1.008
O: 10.14549 0.71914 -4.24922  -0.550
O: 7.65178 0.72708 -4.08974  -0.280
C: 7.15067 1.66151 -3.13531  -0.236
C: 7.55426 3.03674 -3.66025  -0.084
O: 8.85663 2.85804 -4.21222  -0.230
H: 7.62628 1.45232 -2.17169  0.218
H: 6.06677 1.55977 -3.03486  0.252
H: 7.56954 3.79482 -2.87358  0.211
H: 6.88777 3.36216 -4.46599  0.273
O: 8.35442 5.24574 -1.02138  -0.510
S: 8.61595 6.64307 -1.28633  1.072
O: 8.41845 7.68131 -0.30172  -0.547
O: 7.82083 7.06007 -2.64714  -0.298
C: 8.75264 7.54309 -3.61337  -0.341
C: 10.06816 6.83495 -3.30085  -0.189
O: 10.13036 6.77418 -1.87775  -0.312
H: 8.84743 8.62600 -3.48348  0.306
H: 8.39850 7.32843 -4.62518  0.317
H: 10.93354 7.36764 -3.70226  0.310
H: 10.06363 5.80858 -3.68278  0.185
O: -8.98012 -3.08996 2.04866  -0.500
S: -10.38433 -2.74743 2.00377  1.074
O: -11.40603 -3.52633 2.66396  -0.534
O: -10.80986 -2.54989 0.44243  -0.317
C: -11.31851 -1.23082 0.25134  -0.337
C: -10.62335 -0.36945 1.30230  -0.105
O: -10.54352 -1.19099 2.46482  -0.317
H: -12.40064 -1.25598 0.41533  0.289
H: -11.11340 -0.88671 -0.76591  0.310
H: -11.17289 0.55017 1.51699  0.314
H: -9.60245 -0.11963 0.99460  0.136

Calculated values
HOMO-LUMO gap: 0.2787 hartree
SMILES: CC[C@@H](Cl)N(CCCCSc1nnco1)C[C@@H](C)O[C@](CCCC(=O)O)(CCC(=O)Nc1ccccc1)S(=O)(=O)C(F)(F)C(F)(F)F.O=S1(=O)OCCO1.O=S1(=O)OCCO1.O=S1(=O)OCCO1.O=S1(=O)OCCO1
molecular weight: 1233.68 g/mol
LUMO energy: -0.038 Eh
HOMO level: -8.6 eV

***

This record from OMol25 describes a gas-phase ion, C3H11N3P (charge +1) in a non-equilibrium geometry. The level of theory is ωB97M-V/def2-TZVPD.

Each line ends with the Mulliken charge.
Positions of all 18 atoms, in Å:
C: 1.82558 1.67192 -0.61546  -1.370
C: 1.00615 0.42022 -0.21787  -0.149
P: 2.17039 -1.00055 0.34469  0.025
N: -0.16383 0.04689 -1.19163  0.216
N: -1.32962 0.09781 -0.34655  -0.714
C: -2.15476 -0.83840 -0.26462  0.114
N: -3.08449 -0.96658 0.65006  -0.357
H: 2.43379 1.65397 -1.52238  0.426
H: 2.44718 1.79206 0.32133  0.376
H: 1.29085 2.61009 -0.93731  0.402
H: 0.50436 0.73942 0.77752  0.333
H: 3.08426 -0.88435 -0.76536  0.088
H: 1.44546 -2.10752 -0.27782  0.051
H: 0.03298 -0.91069 -1.48546  0.400
H: -0.10967 0.73865 -1.93236  0.346
H: -2.05748 -1.70476 -1.01096  0.279
H: -3.66131 -1.87783 0.79371  0.280
H: -3.18086 -0.16776 1.21364  0.254

Calculated values
relative energy (zero: lowest compared OMol25 entry of this formula, charge and spin): 1.467 eV
HOMO-LUMO gap: 0.4007 hartree
SMILES: C[C@H](P)[NH2+]/N=C/N
molecular weight: 120.12 g/mol
net charge: +1
LUMO energy: -0.107 Eh
HOMO level: -13.8 eV

***

Among the records above, which one has the lowest HOMO-LUMO gap? C36H54ClF5N4O23S6

***

Which value of molecular weight does entry 1 give? 1233.68 g/mol

***

Repeat the second record exactly.
This record from OMol25 describes a gas-phase ion, C3H11N3P (charge +1) in a non-equilibrium geometry. The level of theory is ωB97M-V/def2-TZVPD.

Each line ends with the Mulliken charge.
Positions of all 18 atoms, in Å:
C: 1.82558 1.67192 -0.61546  -1.370
C: 1.00615 0.42022 -0.21787  -0.149
P: 2.17039 -1.00055 0.34469  0.025
N: -0.16383 0.04689 -1.19163  0.216
N: -1.32962 0.09781 -0.34655  -0.714
C: -2.15476 -0.83840 -0.26462  0.114
N: -3.08449 -0.96658 0.65006  -0.357
H: 2.43379 1.65397 -1.52238  0.426
H: 2.44718 1.79206 0.32133  0.376
H: 1.29085 2.61009 -0.93731  0.402
H: 0.50436 0.73942 0.77752  0.333
H: 3.08426 -0.88435 -0.76536  0.088
H: 1.44546 -2.10752 -0.27782  0.051
H: 0.03298 -0.91069 -1.48546  0.400
H: -0.10967 0.73865 -1.93236  0.346
H: -2.05748 -1.70476 -1.01096  0.279
H: -3.66131 -1.87783 0.79371  0.280
H: -3.18086 -0.16776 1.21364  0.254

Calculated values
relative energy (zero: lowest compared OMol25 entry of this formula, charge and spin): 1.467 eV
HOMO-LUMO gap: 0.4007 hartree
SMILES: C[C@H](P)[NH2+]/N=C/N
molecular weight: 120.12 g/mol
net charge: +1
LUMO energy: -0.107 Eh
HOMO level: -13.8 eV